Record 1
ORCA calculation (wB97M-V/def2-TZVPD) on 10 unconnected molecules or ions with the total composition C35H73Br2N3O21.

Energy relative to the best compared isomer or geometry (same formula, charge and spin), eV: 5.961
Energy, a.u.: -8269.59480
Highest occupied orbital energy, eV: -9.1593
SMILES: CCOC(=O)OC.CCOC(=O)OC.CCOC(=O)OC.CCOC(=O)OC.CCOC(=O)OC.CCOC(=O)OC.CN(C)C=O.CN(C)C=O.CN(C)C=O.BrCCBr
Largest force on an atom, hartree/bohr: 0.0854
Kohn-Sham gap, eV: 9.42

Geometry (Å):
C: 3.492 -5.776 -11.295
C: 4.589 -6.046 -10.164
O: 4.865 -4.797 -9.628
C: 6.052 -4.552 -8.876
O: 7.039 -5.285 -8.941
O: 5.902 -3.414 -8.222
C: 6.918 -2.813 -7.323
H: 3.352 -6.654 -11.925
H: 3.577 -4.922 -11.967
H: 2.534 -5.526 -10.839
H: 5.477 -6.483 -10.620
H: 4.253 -6.647 -9.318
H: 7.583 -3.542 -6.859
H: 6.548 -2.071 -6.614
H: 7.694 -2.316 -7.904
C: -8.371 0.692 -0.951
C: -7.607 0.060 0.212
O: -6.990 -1.113 -0.315
C: -5.843 -1.550 0.251
O: -5.209 -1.013 1.154
O: -5.433 -2.708 -0.363
C: -4.287 -3.462 0.065
H: -7.781 0.963 -1.826
H: -9.001 1.540 -0.682
H: -9.142 -0.027 -1.227
H: -8.201 -0.282 1.060
H: -6.878 0.792 0.559
H: -3.509 -2.902 0.582
H: -3.783 -4.104 -0.657
H: -4.615 -4.132 0.860
C: 3.994 1.254 10.115
C: 4.905 0.092 10.640
O: 4.651 -1.165 9.919
C: 5.009 -1.371 8.659
O: 5.318 -0.520 7.816
O: 5.115 -2.775 8.457
C: 4.923 -3.762 9.461
H: 3.721 1.823 11.003
H: 3.079 0.903 9.637
H: 4.495 1.963 9.457
H: 4.759 -0.020 11.714
H: 5.975 0.242 10.499
H: 5.034 -4.758 9.033
H: 3.994 -3.654 10.020
H: 5.700 -3.642 10.216
C: -1.396 -3.050 6.885
C: -0.799 -4.170 6.080
O: -0.596 -5.302 6.878
C: -0.199 -6.420 6.324
O: -0.323 -6.784 5.148
O: 0.355 -7.237 7.261
C: 0.976 -8.464 6.932
H: -0.684 -2.785 7.666
H: -2.198 -3.380 7.544
H: -1.661 -2.153 6.325
H: 0.131 -3.795 5.653
H: -1.344 -4.452 5.179
H: 0.451 -8.993 6.136
H: 1.216 -9.157 7.738
H: 1.972 -8.246 6.546
C: 3.182 1.908 -0.411
C: 1.933 1.739 0.490
O: 0.815 2.252 -0.217
C: 0.287 1.463 -1.207
O: 0.606 0.334 -1.527
O: -0.724 2.228 -1.634
C: -1.432 1.819 -2.780
H: 4.051 1.394 0.003
H: 3.486 2.950 -0.314
H: 3.105 1.582 -1.448
H: 2.171 2.144 1.473
H: 1.822 0.659 0.590
H: -1.581 0.743 -2.694
H: -0.899 2.189 -3.655
H: -2.407 2.307 -2.818
C: -8.689 10.533 -1.734
C: -8.894 10.215 -0.282
O: -7.703 9.805 0.351
C: -7.243 8.512 0.359
O: -7.729 7.669 -0.352
O: -6.158 8.525 1.035
C: -5.375 7.377 1.118
H: -9.665 10.736 -2.176
H: -8.092 9.821 -2.303
H: -8.212 11.512 -1.769
H: -9.686 9.468 -0.339
H: -9.315 11.010 0.333
H: -4.650 7.390 1.932
H: -4.929 7.323 0.125
H: -6.036 6.518 1.235
C: 6.414 8.449 3.803
O: 5.802 8.802 2.789
N: 5.786 8.350 5.016
C: 6.572 8.136 6.195
C: 4.296 8.369 5.127
H: 7.493 8.232 3.833
H: 7.630 8.339 6.029
H: 6.543 7.106 6.551
H: 6.440 8.809 7.041
H: 3.982 7.423 5.568
H: 3.918 9.219 5.693
H: 3.885 8.489 4.124
C: -2.578 -4.308 -7.174
O: -2.910 -5.433 -6.803
N: -1.338 -3.816 -7.040
C: -0.971 -2.547 -7.714
C: -0.319 -4.470 -6.346
H: -3.285 -3.700 -7.759
H: -1.698 -2.146 -8.420
H: -0.115 -2.672 -8.377
H: -0.680 -1.843 -6.935
H: 0.040 -3.684 -5.681
H: -0.528 -5.368 -5.764
H: 0.526 -4.569 -7.026
C: 6.673 -5.474 -0.049
O: 7.650 -5.194 -0.716
N: 5.944 -6.576 -0.226
C: 4.840 -6.811 0.712
C: 6.210 -7.624 -1.146
H: 6.176 -4.837 0.699
H: 3.887 -6.583 0.234
H: 4.896 -6.073 1.512
H: 4.792 -7.841 1.065
H: 6.828 -8.363 -0.634
H: 5.243 -8.042 -1.425
H: 6.776 -7.332 -2.031
Br: -7.457 6.828 -6.549
C: -8.941 6.180 -7.750
C: -10.275 6.561 -7.116
Br: -11.814 6.462 -8.298
H: -8.874 5.098 -7.862
H: -8.753 6.661 -8.710
H: -10.159 7.589 -6.771
H: -10.385 5.948 -6.222

Forces on atoms 1 to 2 (eV/Å):
-0.2 -0.6 1.2
-0.6 0.1 -1.9

Record 2
ORCA calculation (wB97M-V/def2-TZVPD) on 7 unconnected molecules or ions with the total composition C35H73N7O10.

Energy, a.u.: -2513.05009
Highest occupied orbital energy, eV: -8.9911
SMILES: CCCCCCCCC[C@@H]1OC(=O)C[C@@]1(CN)CCOC=O.CN(C)C=O.CN(C)C=O.CN(C)C=O.CN(C)C=O.CN(C)C=O.CN(C)C=O
Largest force on an atom, hartree/bohr: 0.1061
Kohn-Sham gap, eV: 9.34

Geometry (Å):
C: -1.136 -8.312 0.690
C: -0.202 -7.931 -0.474
C: -0.802 -6.921 -1.503
C: -2.189 -6.370 -1.135
C: -2.859 -5.649 -2.337
C: -2.217 -4.287 -2.683
C: -1.065 -4.380 -3.708
C: 0.063 -3.340 -3.515
C: 0.545 -3.167 -2.055
C: 2.042 -3.371 -1.850
O: 2.595 -4.576 -2.377
C: 3.921 -4.509 -2.011
O: 4.820 -4.807 -2.655
C: 3.890 -3.940 -0.561
C: 2.401 -3.510 -0.334
C: 1.819 -4.747 0.411
N: 2.408 -5.009 1.721
C: 2.257 -2.208 0.469
C: 0.803 -1.946 0.939
O: 0.651 -1.896 2.381
C: -0.566 -2.439 2.695
O: -1.562 -1.903 2.472
H: -1.401 -7.424 1.271
H: -0.579 -8.973 1.366
H: -2.018 -8.891 0.371
H: 0.042 -8.848 -1.022
H: 0.730 -7.537 -0.058
H: -0.119 -6.068 -1.578
H: -0.883 -7.403 -2.482
H: -2.129 -5.672 -0.290
H: -2.891 -7.163 -0.857
H: -3.906 -5.446 -2.078
H: -2.843 -6.356 -3.175
H: -1.953 -3.790 -1.744
H: -3.001 -3.672 -3.143
H: -1.507 -4.178 -4.690
H: -0.611 -5.372 -3.763
H: 0.933 -3.627 -4.116
H: -0.272 -2.377 -3.915
H: 0.346 -2.128 -1.768
H: 0.017 -3.792 -1.330
H: 2.592 -2.570 -2.365
H: 4.261 -4.789 0.019
H: 4.603 -3.112 -0.490
H: 0.736 -4.633 0.576
H: 1.914 -5.636 -0.216
H: 2.763 -4.169 2.165
H: 3.193 -5.647 1.661
H: 2.890 -2.223 1.363
H: 2.590 -1.357 -0.135
H: 0.473 -1.013 0.469
H: 0.123 -2.710 0.555
H: -0.555 -3.440 3.161
C: 4.606 1.384 0.805
O: 4.292 0.963 -0.296
N: 3.750 1.814 1.750
C: 4.206 2.298 3.037
C: 2.320 1.791 1.469
H: 5.662 1.446 1.122
H: 3.780 1.681 3.831
H: 3.882 3.332 3.173
H: 5.292 2.255 3.098
H: 2.015 0.763 1.252
H: 2.119 2.401 0.604
H: 1.760 2.164 2.317
C: 1.282 4.858 0.434
O: 0.763 3.973 1.096
N: 0.633 5.679 -0.405
C: 1.318 6.709 -1.164
C: -0.803 5.530 -0.557
H: 2.368 5.055 0.476
H: 0.906 7.688 -0.896
H: 1.171 6.527 -2.232
H: 2.385 6.699 -0.945
H: -1.290 5.671 0.408
H: -1.031 4.524 -0.914
H: -1.180 6.263 -1.266
C: 1.157 10.264 -0.387
O: 0.646 9.358 0.258
N: 0.573 11.440 -0.655
C: 1.238 12.478 -1.425
C: -0.770 11.681 -0.156
H: 2.174 10.180 -0.807
H: 1.328 13.377 -0.810
H: 0.652 12.702 -2.313
H: 2.228 12.153 -1.729
H: -0.776 11.604 0.932
H: -1.451 10.930 -0.558
H: -1.104 12.673 -0.453
C: -0.186 0.364 7.608
O: -0.285 0.369 8.820
N: -1.104 -0.139 6.758
C: -0.921 -0.112 5.319
C: -2.314 -0.728 7.304
H: 0.694 0.787 7.091
H: -1.736 0.454 4.862
H: -0.932 -1.131 4.934
H: 0.026 0.356 5.059
H: -2.852 0.019 7.890
H: -2.052 -1.558 7.962
H: -2.950 -1.087 6.498
C: -5.211 -9.290 1.355
O: -3.996 -9.292 1.286
N: -5.983 -8.184 1.358
C: -7.428 -8.255 1.443
C: -5.344 -6.882 1.273
H: -5.794 -10.224 1.424
H: -7.870 -7.791 0.558
H: -7.769 -7.725 2.335
H: -7.756 -9.292 1.500
H: -4.765 -6.816 0.351
H: -4.664 -6.752 2.116
H: -6.096 -6.096 1.287
C: 1.272 10.968 -5.196
O: 1.498 11.599 -4.178
N: 1.029 9.645 -5.246
C: 0.767 8.957 -6.496
C: 1.028 8.885 -4.009
H: 1.249 11.449 -6.188
H: -0.222 8.495 -6.459
H: 1.520 8.182 -6.651
H: 0.801 9.655 -7.330
H: 0.270 9.285 -3.332
H: 2.002 8.973 -3.524
H: 0.817 7.839 -4.216

Forces on atoms 1 to 2 (eV/Å):
0.6 -0.4 -0.2
-0.5 -0.1 -0.2

Record 3
ORCA calculation (wB97M-V/def2-TZVPD) on a molecular structure, C35H75FIN2NbO10P.

Energy, a.u.: -3036.00998
Highest occupied orbital energy, eV: -4.1897
Charge: -1
Largest force on an atom, hartree/bohr: 0.0601
Kohn-Sham gap, eV: 5.73

Geometry (Å):
C: 0.708 3.742 0.177
C: 1.893 3.233 -0.646
C: 1.480 2.452 -1.931
I: 2.108 3.521 -3.737
Nb: 2.011 0.256 -1.916
C: 4.231 0.421 -1.557
C: 4.854 1.816 -1.408
C: 6.411 1.776 -1.524
C: 7.001 2.397 -2.796
C: 6.248 2.063 -4.060
O: 7.011 2.457 -5.186
C: 6.278 2.425 -6.393
C: 0.071 -0.594 -2.590
C: -1.171 0.293 -2.391
C: -1.644 1.043 -3.645
C: -1.959 0.065 -4.775
C: -2.919 1.835 -3.350
C: -2.747 3.117 -2.507
C: -2.935 4.371 -3.317
C: -2.387 5.584 -3.089
C: -0.974 5.763 -2.624
C: -3.166 6.849 -3.315
C: 1.473 0.006 0.293
O: 0.342 -0.824 0.556
C: -0.739 -0.204 1.208
P: 2.662 0.090 -4.485
N: 1.411 0.404 -5.469
C: 2.537 -2.023 -1.796
O: 2.973 -2.660 -2.713
N: 2.356 -2.812 -0.445
C: 1.694 -4.015 -0.605
O: 0.576 -4.274 -0.268
F: 2.429 -4.989 -1.184
H: 1.017 4.643 0.709
H: -0.148 4.022 -0.427
H: 0.432 3.028 0.950
H: 2.497 4.079 -0.967
H: 2.534 2.633 -0.002
H: 0.403 2.599 -1.990
H: 4.439 -0.146 -0.642
H: 4.787 -0.125 -2.325
H: 4.501 2.560 -2.118
H: 4.673 2.181 -0.399
H: 6.734 0.738 -1.463
H: 6.846 2.308 -0.678
H: 8.011 1.995 -2.917
H: 7.138 3.473 -2.682
H: 5.304 2.612 -4.073
H: 6.035 0.990 -4.077
H: 6.619 1.603 -7.025
H: 6.394 3.372 -6.917
H: 5.211 2.274 -6.223
H: -0.070 -1.511 -2.010
H: 0.093 -0.942 -3.620
H: -1.069 0.980 -1.545
H: -2.004 -0.363 -2.113
H: -0.848 1.700 -4.010
H: -2.770 -0.613 -4.505
H: -1.075 -0.458 -5.122
H: -2.310 0.648 -5.629
H: -3.296 2.166 -4.321
H: -3.678 1.159 -2.953
H: -3.494 3.139 -1.716
H: -1.744 3.110 -2.078
H: -3.627 4.302 -4.156
H: -0.366 6.110 -3.458
H: -0.563 4.804 -2.327
H: -0.860 6.462 -1.791
H: -4.139 6.612 -3.734
H: -3.279 7.356 -2.358
H: -2.626 7.534 -3.976
H: 2.340 -0.508 0.725
H: 1.409 0.967 0.815
H: -0.482 0.747 1.675
H: -1.068 -0.869 2.012
H: -1.582 -0.121 0.519
H: 3.778 0.914 -4.791
H: 3.150 -1.197 -4.807
H: 1.264 -0.412 -6.053
H: 3.308 -3.041 -0.161
C: 0.054 -5.994 2.303
O: 1.002 -5.851 3.343
C: 2.022 -4.933 2.988
C: 2.769 -4.469 4.217
O: 2.100 -3.450 4.948
C: 0.992 -3.849 5.734
C: 1.370 -4.563 7.013
O: 1.659 -5.929 6.768
C: 2.387 -6.513 7.818
H: 0.526 -6.355 1.385
H: -0.691 -6.719 2.630
H: -0.443 -5.042 2.098
H: 1.590 -4.065 2.474
H: 2.726 -5.434 2.307
H: 3.701 -4.009 3.884
H: 3.025 -5.314 4.860
H: 0.283 -4.441 5.151
H: 0.497 -2.917 6.015
H: 0.528 -4.508 7.718
H: 2.241 -4.067 7.458
H: 3.362 -6.024 7.940
H: 2.552 -7.559 7.564
H: 1.835 -6.460 8.765
C: -8.241 -0.925 0.935
O: -7.271 -1.073 1.943
C: -5.957 -1.135 1.409
C: -4.927 -0.863 2.480
O: -4.751 0.518 2.763
C: -5.757 1.152 3.532
C: -5.711 0.806 5.004
O: -6.336 -0.442 5.249
C: -5.967 -0.983 6.494
H: -8.213 -1.764 0.228
H: -9.217 -0.904 1.416
H: -8.099 0.013 0.386
H: -5.841 -0.399 0.604
H: -5.793 -2.141 0.999
H: -3.960 -1.199 2.100
H: -5.141 -1.429 3.389
H: -6.751 0.967 3.119
H: -5.550 2.220 3.439
H: -6.245 1.581 5.573
H: -4.666 0.778 5.334
H: -4.889 -1.181 6.532
H: -6.499 -1.925 6.616
H: -6.240 -0.311 7.317

Forces on atoms 1 to 2 (eV/Å):
0.6 0.2 0.4
0.0 0.2 -0.7

Look up the Kohn-Sham gap of the third one.
5.73 eV